A 2-piece molecular cluster, C3H2F4 overall in a non-equilibrium geometry. Source: the Open Molecules 2025 dataset; level of theory: ωB97M-V/def2-TZVPD.

```
! RIJCOSX wB97M-V def2-TZVPD def2/J DEFGRID3
* xyz 0 1
F -1.5806 1.3566 -0.9398
F 1.8426 -0.9129 -0.0354
F -2.8118 -0.9571 0.4804
F 1.9363 1.0236 0.9550
C 1.7042 0.3962 -0.1827
C -1.0725 0.3296 -0.3645
C -1.5107 -0.6604 0.3731
H -0.7157 -1.2997 0.8438
H 2.2081 0.7240 -1.1298
*
```

Calculated values
HOMO-LUMO gap (spin up / spin down) = 9.922 / 8.867 eV
relative energy (zero: lowest compared OMol25 entry of this formula, charge and spin) = 5.240 eV
HOMO (spin up / spin down) = -9.796 / -9.316 eV
max |F| = 0.04597 Eh/bohr
LUMO (spin up / spin down) = 0.1 / -0.4 eV



An isolated molecule of C2H3N3O in a non-equilibrium geometry. Source: the Open Molecules 2025 dataset; level of theory: ωB97M-V/def2-TZVPD.

```
! RIJCOSX wB97M-V def2-TZVPD def2/J DEFGRID3
* xyz 0 1
O 1.0238 -0.5382 -1.4265
N 1.0719 -0.1738 0.7856
N -2.5994 1.1903 0.8433
N -1.7827 0.6615 0.2591
C -0.9904 0.0914 -0.5790
C 0.3311 -0.1596 -0.3420
H 0.6648 0.0518 1.6761
H 2.0624 -0.3561 0.7299
H 0.2741 -0.6897 -2.0339
*
```

Calculated values
HOMO-LUMO gap = 9.028 eV
relative energy (zero: lowest compared OMol25 entry of this formula, charge and spin) = 2.586 eV
HOMO = -8.385 eV
max |F| = 0.02800 Eh/bohr
LUMO = 0.6 eV



C23H24IN2OsSe2 as an isolated structure in a non-equilibrium geometry. Source: the Open Molecules 2025 dataset; level of theory: ωB97M-V/def2-TZVPD.

```
! RIJCOSX wB97M-V def2-TZVPD def2/J DEFGRID3
* xyz 1 5
Os -0.2387 0.2792 -1.4440
I -0.1914 0.8493 -3.9411
Se 1.3614 2.8997 -1.4101
Se 3.6675 0.5186 -0.8282
N -2.3596 -3.4277 3.8145
N -0.4979 0.5025 0.6055
C 0.4495 -2.3382 -0.6061
C -0.8024 -3.0192 -0.6850
C 1.0795 -1.8609 -1.7716
C 1.0130 -2.1429 0.6916
C -0.9604 -3.0665 1.7099
C -2.6177 -0.4052 0.1324
C 0.3181 -2.4877 1.8184
C -3.8433 -0.9911 0.4537
C -4.2833 -1.3226 -1.8779
C 3.8200 2.2441 0.1183
C -1.4927 -3.3652 0.4428
C -4.6713 -1.4457 -0.5526
C -2.2067 -0.2963 -1.2156
C -3.0572 -0.7609 -2.2090
C 0.2306 1.1302 2.7913
C 0.2675 4.1079 -0.3468
C -1.9359 0.1839 2.4916
C -1.6824 0.0925 1.1229
C -1.7193 -3.3015 2.8702
C 3.1523 3.3607 -0.6558
C 4.7885 0.8972 -2.3674
C 0.4297 0.9855 1.4356
C -0.9838 0.7188 3.3331
H -0.7717 3.9428 -0.6283
H -4.9347 -1.6651 -2.6662
H 3.7490 3.6210 -1.5326
H -1.1996 -3.2522 -1.6611
H 4.7569 0.0247 -3.0148
H 3.0219 4.2554 -0.0447
H 3.3724 2.0928 1.1035
H -2.4515 -3.8543 0.3682
H -1.1820 0.8229 4.3880
H -4.1401 -1.0996 1.4848
H -5.6152 -1.9028 -0.3071
H 5.8052 1.0653 -2.0226
H 0.5586 5.1281 -0.5883
H 4.4100 1.7652 -2.9015
H 0.7234 -2.2141 -2.7319
H 2.0003 -1.7022 0.7652
H 0.4101 3.9106 0.7142
H 1.3707 1.2768 0.9811
H -2.7886 -0.6919 -3.2544
H 4.8834 2.4505 0.2550
H 2.1292 -1.5917 -1.7232
H 1.0018 1.5552 3.4124
H 0.7362 -2.3219 2.8016
H -2.8809 -0.1531 2.8824
*
```

Calculated values
HOMO-LUMO gap (spin up / spin down) = 6.863 / 6.174 eV
relative energy (zero: lowest compared OMol25 entry of this formula, charge and spin) = 0.466 eV
HOMO (spin up / spin down) = -10.195 / -11.189 eV
max |F| = 0.01998 Eh/bohr
LUMO (spin up / spin down) = -3.3 / -5.0 eV



A 2-piece molecular cluster, C5H9NO4 overall in a non-equilibrium geometry. Source: the Open Molecules 2025 dataset; level of theory: ωB97M-V/def2-TZVPD.

```
! RIJCOSX wB97M-V def2-TZVPD def2/J DEFGRID3
* xyz 0 1
O -2.2995 1.6834 1.2161
O 0.2114 -0.9467 0.9382
O -3.2869 -0.2115 0.5392
O -0.8466 1.6861 -0.9956
N 1.5247 0.8816 0.5324
C -2.3411 0.5325 0.5288
C -1.3950 -0.5941 -1.6193
C 1.3132 -0.4329 0.6805
C 2.5795 -1.2540 0.7225
C -1.4941 0.6659 -0.8540
H -0.9325 -0.4342 -2.5919
H 3.2206 -1.0291 -0.1276
H 0.7663 1.4890 0.2475
H 3.1219 -1.0117 1.6367
H 2.4401 1.2829 0.4293
H -2.3824 -1.0380 -1.7175
H -0.7931 -1.2877 -1.0137
H -1.7507 2.3325 0.7313
H 2.3440 -2.3140 0.7169
*
```

Calculated values
HOMO-LUMO gap = 9.900 eV
relative energy (zero: lowest compared OMol25 entry of this formula, charge and spin) = 1.024 eV
HOMO = -9.804 eV
max |F| = 0.08162 Eh/bohr
LUMO = 0.1 eV
SMILES = CC(=O)C(=O)O.CC(N)=O



A 2-piece molecular cluster, C4H11N3O2 overall in a non-equilibrium geometry. Source: the Open Molecules 2025 dataset; level of theory: ωB97M-V/def2-TZVPD.

```
! RIJCOSX wB97M-V def2-TZVPD def2/J DEFGRID3
* xyz 0 1
O -1.6238 0.4691 -0.6323
O -0.1073 -0.1321 -2.1777
N 2.0911 -0.9229 2.2188
N 0.1701 0.0092 1.3146
N 1.5462 -1.2171 -0.0285
C -1.1565 0.4640 -1.8113
C 1.2604 -0.7095 1.1671
C -1.8789 1.3357 -2.8300
C -0.2962 0.5662 2.5575
H 2.3607 -1.7314 -0.1969
H -0.4629 0.1649 0.4890
H -2.9373 1.2796 -2.7273
H 0.9165 -0.9402 -0.8784
H -1.4170 0.5907 2.5341
H 2.8720 -1.5469 2.1777
H 0.0020 -0.0353 3.4182
H -1.5811 1.1023 -3.8646
H -1.5486 2.3859 -2.6445
H 1.8844 -0.5000 3.1030
H 0.0461 1.5783 2.7051
*
```

Calculated values
HOMO-LUMO gap = 8.832 eV
relative energy (zero: lowest compared OMol25 entry of this formula, charge and spin) = 0.085 eV
HOMO = -8.552 eV
max |F| = 0.05197 Eh/bohr
LUMO = 0.3 eV



C39H39BrCl72N3O8P3S as an isolated structure in a non-equilibrium geometry. Source: the Open Molecules 2025 dataset; level of theory: ωB97M-V/def2-TZVPD.

```
! RIJCOSX wB97M-V def2-TZVPD def2/J DEFGRID3
* xyz 0 1
Br 4.1914 -4.3075 -4.7092
Cl -8.4602 0.6460 -3.6246
Cl 7.4031 -5.1153 13.8331
Cl 7.2265 -7.4693 8.1136
Cl -6.8528 -9.8992 7.0369
Cl 6.0415 6.8799 -4.4728
Cl -12.1421 1.5667 2.8174
Cl -10.8847 -3.6819 1.5199
Cl -2.1604 4.9491 9.9166
Cl -14.9241 2.2631 3.3086
Cl 7.2515 5.1275 -6.4554
Cl 6.7815 -5.5410 10.2465
Cl 8.3589 -7.6638 12.8047
Cl -9.8770 2.9632 0.8849
Cl -1.3498 9.3391 -8.2026
Cl -11.3100 -7.4244 7.7867
Cl -11.2505 -4.5886 7.1383
Cl 1.0903 -4.2369 5.2462
Cl -4.7969 5.3981 1.6690
Cl -8.6578 -9.1907 4.8675
Cl -10.5462 -0.8682 2.1789
Cl -8.3104 -2.7083 2.4640
Cl -0.7021 9.8479 -5.4120
Cl 8.6334 1.5845 2.1817
Cl 4.9117 6.7118 -7.1488
Cl -5.2901 7.5151 3.6031
Cl -4.8428 -1.3654 1.5293
Cl -2.4010 4.8041 -2.4337
Cl -4.9023 -4.2011 2.1776
Cl -5.1831 5.5006 -1.9425
Cl -3.4702 9.4467 -6.2132
Cl -5.1559 -3.3357 -0.5887
Cl -3.4436 7.3623 -3.3475
Cl -8.0001 0.7398 0.8720
Cl -10.3508 0.0541 -5.7555
Cl 5.7305 1.7850 1.8633
Cl -3.1579 10.2947 7.6919
Cl -3.8415 3.6071 7.9573
Cl 2.9504 -6.4740 5.2223
Cl 5.6970 -7.4686 13.9632
Cl 4.6567 4.4647 -5.3181
Cl -2.5747 6.1413 7.2951
Cl 8.3153 0.7683 -0.5928
Cl -7.0666 3.4350 0.2972
Cl 3.2107 -4.3446 3.2567
Cl -6.7753 -11.3844 4.5360
Cl -12.8036 3.6413 4.7472
Cl 3.8585 -3.8358 6.0473
Cl -2.6068 -3.0740 0.7897
Cl -3.1370 5.6095 4.0493
Cl 8.0446 -7.2775 15.6713
Cl 10.8896 1.7419 0.3512
Cl -11.5636 -6.5589 5.0204
Cl -5.1457 10.5328 5.5806
Cl 5.7137 -5.0406 7.5866
Cl -9.0145 -6.2973 6.3987
Cl -0.9620 3.7341 7.5600
Cl -5.8106 -8.6410 4.6294
Cl -2.3354 11.0046 4.9929
Cl 4.6406 4.4045 2.5079
Cl -7.8892 2.7251 2.9962
Cl -5.9082 4.7536 4.2796
Cl -7.4902 -0.1068 -6.2624
Cl -8.7532 2.4836 -5.8614
Cl 6.0821 2.8905 4.5317
Cl -10.5666 -2.8657 4.2945
Cl 8.6538 3.5820 0.0662
Cl -3.0625 6.8788 -0.5039
Cl -1.6101 7.2096 -6.2371
Cl 3.4503 2.0109 3.6565
Cl -13.1846 4.1248 1.9036
Cl -3.2689 8.3094 5.5677
Cl 8.5819 -4.8953 8.0539
S 1.7082 1.7757 -4.0452
P 3.6493 -0.4330 -7.6170
P 6.2244 -2.3096 -3.1186
P 4.5050 -3.3930 0.8896
O 6.8305 -3.7617 -2.7522
O 3.9462 -3.4754 -8.8869
O -3.9644 -0.7214 -2.3551
O 3.6325 -1.5765 -5.0798
O 6.6033 -2.0141 -4.7813
O 7.2205 -1.2093 -2.2026
O -4.9750 0.4581 -4.2682
O 4.1471 -3.4067 -1.8885
N 3.8679 -0.9032 -2.2106
N 2.2871 -2.6733 -6.9222
N 1.4611 -0.6251 -5.9397
C -2.3847 4.6079 8.1822
C 3.3771 -2.5365 -4.0560
C 5.1839 1.1810 -1.4907
C 4.4783 -0.2542 -1.0431
C 1.8655 -3.0038 -3.7096
C -0.5937 -2.0444 -3.3463
C -7.0241 -9.7788 5.2674
C 4.7080 2.2903 -8.1825
C 4.3184 -2.2103 -2.6923
C 0.9523 -2.1185 -2.7102
C 5.7153 5.7960 -5.8487
C -4.3770 -2.9941 0.9770
C -10.0770 -2.5310 2.6143
C -4.4657 1.9193 -2.1249
C 1.5795 0.3090 -4.9472
C -2.4930 -0.4392 -2.3080
C 9.1230 1.9191 0.5015
C 7.3759 -6.8813 14.0681
C 4.2048 -1.8374 1.9550
C -13.2636 2.8990 3.1942
C -4.5086 0.5179 -3.0008
C -3.5225 6.1364 -2.0569
C 2.7774 -4.7228 4.9431
C 2.7436 -1.3993 -6.1798
C 3.0524 -2.8981 -8.0354
C -1.7297 -1.8790 -2.1299
C -3.4769 10.0353 5.9583
C 3.3731 -3.3520 -0.6961
C 3.4520 1.4512 -7.4634
C -8.2082 2.4657 1.2626
C 6.3403 -3.6397 0.4274
C -8.7636 0.7692 -5.3760
C -10.7846 -6.2173 6.5861
C -1.7831 8.9608 -6.5163
C 4.2038 2.4866 -1.3175
C -4.7831 5.8190 3.4002
C 5.5662 -0.7030 -7.5021
C 7.0759 -5.7365 8.5001
C 4.9759 2.7728 3.1399
H 4.9150 1.9374 -9.2790
H 6.4560 -4.5581 -0.2892
H -1.2294 -2.0021 -1.0659
H 3.6329 0.0358 -0.2620
H 3.8467 2.8262 -2.4019
H 7.2777 -2.6527 -5.1579
H 5.8293 -1.8617 -7.4008
H 1.1862 -3.2493 -4.6473
H 5.2749 -0.9260 -0.4618
H -0.7119 -1.1951 -4.1503
H 1.9806 -4.0699 -3.1750
H 2.7252 -4.3514 -0.6102
H -5.1225 1.7935 -1.1399
H -2.1838 0.1602 -3.2758
H 3.3079 2.2951 -0.5830
H 5.0731 -1.0704 1.7062
H -2.1940 0.2357 -1.3896
H 5.6828 2.1975 -7.4996
H 4.2970 -2.0959 3.0991
H 6.1492 1.4045 -0.8291
H 3.4811 1.8123 -6.3258
H 5.5896 1.1136 -2.6072
H 5.9311 -0.1097 -6.5568
H 3.1480 -1.3158 1.7658
H 4.8820 3.3753 -0.9113
H 7.6094 -0.5229 -2.8352
H 4.4361 3.4524 -8.1523
H 3.3026 -0.3127 -2.8445
H -0.8228 -3.1188 -3.8138
H 6.8609 -2.6551 0.0514
H 0.8083 -2.7105 -1.6833
H 1.2642 -1.0125 -2.5264
H -4.8348 2.7898 -2.8152
H 2.4410 1.7563 -7.9882
H 2.6335 -2.4724 -0.5202
H -3.3714 2.1575 -1.7431
H 6.9047 -3.9344 1.4350
H -2.4974 -2.7886 -2.2223
H 6.1215 -0.2184 -8.4391
*
```

Calculated values
HOMO-LUMO gap = 6.241 eV
HOMO = -7.778 eV
max |F| = 0.21155 Eh/bohr
LUMO = -1.5 eV